[1]
16
Properties=species:S:1:pos:R:3:mulliken_spin:R:1 method="wB97M-V/def2-TZVPD" e_lumo_ev="4.3456 / 4.4614" orbital_gap_ev="2.75 / 12.20" spin_multiplicity=2 charge=-1
C -1.71068 0.35847 2.15920 0.8324
C -0.55500 -0.44496 1.52754 -1.3837
H -1.44830 0.60192 3.19028 -0.1125
H -1.91106 1.26748 1.59544 -0.3738
H -2.62591 -0.22939 2.20577 -0.1113
H -0.83778 -1.46008 1.24461 -0.2367
H 0.27548 -0.52615 2.23081 -0.2447
H -0.18913 -0.00790 0.60377 1.3108
C 1.30808 -0.62064 -2.16999 1.1340
C 0.93763 0.72895 -1.54501 1.9986
H 2.06107 -0.53085 -2.95271 -0.3173
H 1.76002 -1.27526 -1.41699 -0.0558
H 0.43150 -1.17260 -2.51258 -0.5246
H 1.25706 1.57928 -2.15214 -1.1104
H 1.38381 0.82326 -0.55567 -0.1134
H -0.13679 0.90848 -1.45235 0.3083

[2]
16
Properties=species:S:1:pos:R:3:lowdin_charge:R:1 method="wB97M-V/def2-TZVPD" e_lumo_ev=1.1054 orbital_gap_ev=12.05
C 1.70891 1.60939 2.13548 -0.2021
C 0.75634 0.57181 1.60011 -0.2152
H 2.70861 1.65411 1.64422 0.0662
H 1.36027 2.69694 2.06411 0.0790
H 1.88818 1.33541 3.21176 0.0728
H 0.26621 0.82117 0.59150 0.0663
H -0.03499 0.13456 2.25546 0.0762
H 1.38718 -0.28485 1.30240 0.0590
C -1.46885 -0.63903 -2.39709 -0.2082
C -1.00795 -1.43724 -1.18988 -0.1862
H -2.55520 -0.91435 -2.52962 0.0812
H -1.06518 0.29494 -2.48615 0.0139
H -1.04867 -1.05259 -3.40285 0.0867
H -0.18157 -0.84012 -0.66695 0.0512
H -0.78371 -2.44441 -1.63623 0.0736
H -1.92959 -1.50575 -0.49627 0.0857

[3]
16
Properties=species:S:1:pos:R:3:lowdin_charge:R:1 method="wB97M-V/def2-TZVPD" e_lumo_ev=1.1715 orbital_gap_ev=12.56
C 1.37885 -0.86557 1.33028 -0.1742
C 0.82255 0.39912 2.00117 -0.1564
H 1.79485 -0.60548 0.34995 0.0592
H 2.15678 -1.42816 1.84247 0.0596
H 0.53733 -1.49268 1.03219 0.0482
H -0.09706 0.67683 1.49832 0.0350
H 0.51000 0.20237 3.03559 0.0633
H 1.63471 1.11971 2.02603 0.0619
C -1.05787 -0.48833 -1.92188 -0.1515
C -1.12710 0.97839 -1.39568 -0.1557
H -2.04485 -0.86790 -2.18311 0.0578
H -0.29980 -0.55560 -2.68629 0.0556
H -0.83451 -1.09978 -1.03751 0.0432
H -0.24680 1.50224 -1.75355 0.0618
H -1.25020 0.96972 -0.31521 0.0322
H -2.09274 1.42651 -1.66524 0.0599

[4]
16
Properties=species:S:1:pos:R:3:lowdin_charge:R:1 method="wB97M-V/def2-TZVPD" e_lumo_ev=1.1851 orbital_gap_ev=12.60
C 1.02760 0.86550 -1.31060 -0.1608
C 0.86674 -0.41422 -2.13032 -0.1593
H 0.59695 1.77783 -1.71756 0.0649
H 0.51624 0.76538 -0.34930 0.0164
H 2.04519 1.04324 -0.95702 0.0652
H 0.10427 -1.06413 -1.69190 0.0517
H 1.76447 -1.03012 -2.09034 0.0615
H 0.55704 -0.21329 -3.15306 0.0590
C -1.32871 0.42965 1.62195 -0.1809
C -0.58178 -0.86709 1.73053 -0.1785
H -1.82557 0.74599 2.54111 0.0648
H -0.60635 1.20727 1.35579 0.0502
H -2.09996 0.50642 0.85685 0.0663
H 0.19291 -0.83500 2.50096 0.0686
H -0.02028 -1.18332 0.84505 0.0477
H -1.20878 -1.73411 1.94786 0.0633

DFT total energy? In order: -4340.6807; -4341.2518; -4342.0171; -4342.2367 eV.
ΔE to the lowest compared entry with this formula, charge and spin? In order: 34.33; 123.17; 49.32; 28.13 kJ/mol.